Record 1
The following is a DFT calculation (the ωB97M-V functional and the def2-TZVPD basis) of a molecular structure, C47H43I2OsP2Si.

Output
- Energy relative to the best compared isomer or geometry (same formula, charge and spin): 0.000 eV
- Max |F|: 0.31 eV/A

```
! RIJCOSX wB97M-V def2-TZVPD def2/J DEFGRID3
* xyz 1 1
Os -0.64 -0.30 1.26
C -0.29 2.26 -1.49
Si 0.07 1.83 0.33
C 1.97 2.02 0.40
C 2.57 3.27 0.56
C 3.94 3.44 0.51
C 4.77 2.36 0.27
C 4.21 1.11 0.09
C 2.83 0.93 0.16
P 2.24 -0.77 0.03
C 2.50 -1.54 1.64
C 3.45 -1.00 2.51
C 3.67 -1.58 3.75
C 2.94 -2.70 4.13
C 2.00 -3.24 3.28
C 1.79 -2.67 2.03
C 3.33 -1.58 -1.15
C 3.59 -0.95 -2.37
C 4.43 -1.55 -3.29
C 5.00 -2.78 -3.00
C 4.74 -3.41 -1.79
C 3.91 -2.81 -0.86
C -0.94 3.21 1.15
C -0.70 4.58 1.21
C -1.66 5.46 1.69
C -2.91 4.99 2.09
C -3.19 3.63 2.01
C -2.20 2.76 1.55
P -2.54 1.00 1.37
C -3.60 0.82 -0.09
C -3.89 1.94 -0.88
C -4.66 1.81 -2.02
C -5.16 0.57 -2.38
C -4.88 -0.55 -1.61
C -4.10 -0.42 -0.47
C -3.58 0.64 2.83
C -4.81 -0.01 2.74
C -5.56 -0.26 3.88
C -5.08 0.13 5.12
C -3.86 0.79 5.22
C -3.12 1.04 4.08
H -0.34 3.35 -1.55
H -1.25 1.87 -1.84
H 0.49 1.95 -2.19
H 1.95 4.14 0.75
H 4.36 4.43 0.66
H 5.85 2.49 0.22
H 4.86 0.26 -0.10
H 3.99 -0.10 2.25
H 4.40 -1.14 4.42
H 3.11 -3.14 5.11
H 1.42 -4.10 3.57
H 1.06 -3.11 1.37
H 3.13 0.00 -2.60
H 4.63 -1.06 -4.23
H 5.66 -3.25 -3.72
H 5.19 -4.37 -1.57
H 3.72 -3.30 0.09
H 0.24 5.00 0.88
H -1.45 6.51 1.74
H -3.66 5.67 2.46
H -4.16 3.26 2.32
H -3.51 2.92 -0.60
H -4.88 2.68 -2.62
H -5.77 0.47 -3.27
H -5.26 -1.52 -1.89
H -3.86 -1.31 0.11
H -5.22 -0.31 1.78
H -6.51 -0.76 3.80
H -5.66 -0.07 6.01
H -3.49 1.11 6.18
H -2.17 1.56 4.17
C 0.11 -3.28 -0.94
C -0.04 -1.87 -1.49
C -1.54 -1.60 -1.69
C 0.50 -0.72 -0.55
C 0.62 -1.76 -2.88
C 0.45 -0.60 -3.63
C 0.99 -0.48 -4.91
C 1.70 -1.54 -5.46
C 1.86 -2.70 -4.73
C 1.33 -2.81 -3.45
H -0.45 -3.39 -0.01
H 1.15 -3.57 -0.78
H -0.33 -3.99 -1.65
H -2.07 -1.78 -0.75
H -1.94 -2.28 -2.44
H -1.74 -0.58 -2.01
H 0.61 0.12 -1.24
H -0.13 0.22 -3.25
H 0.84 0.43 -5.47
H 2.11 -1.45 -6.46
H 2.40 -3.54 -5.15
H 1.48 -3.74 -2.91
I 0.49 0.82 3.32
I -1.81 -2.46 2.30
*
```

Record 2
The following is a DFT calculation (the ωB97M-V functional and the def2-TZVPD basis) of a gas-phase ion, C4H11N2O (charge -1) in a non-equilibrium geometry.

Output
- Energy relative to the best compared isomer or geometry (same formula, charge and spin): 3.572 eV
- Structure (SMILES): C[C@H](CN)NC[O-]
- Max |F|: 4.21 eV/A

```
! RIJCOSX wB97M-V def2-TZVPD def2/J DEFGRID3
* xyz -1 1
C -1.23 -1.31 1.21
C -0.22 -0.61 0.22
C 1.32 -0.81 0.35
N 2.37 0.01 -0.47
N -0.53 0.85 0.26
C -0.82 1.70 -1.28
O 0.24 1.97 -2.04
H -2.17 -0.55 1.46
H -0.65 -1.56 2.14
H -1.57 -2.32 0.87
H -0.53 -0.76 -0.81
H 1.47 -0.42 1.42
H 1.62 -1.91 0.47
H 2.32 -0.50 -1.42
H 1.79 0.84 -0.72
H -0.46 1.83 0.64
H -1.65 0.98 -1.61
H -1.28 2.57 -0.70
*
```

Record 3
The following is a DFT calculation (the ωB97M-V functional and the def2-TZVPD basis) of a molecular structure, C17H21N3O7 in a non-equilibrium geometry.

Output
- Energy relative to the best compared isomer or geometry (same formula, charge and spin): 16.229 eV
- Max |F|: 17.51 eV/A

```
! RIJCOSX wB97M-V def2-TZVPD def2/J DEFGRID3
* xyz 0 1
C -4.88 -0.90 1.25
C -4.78 0.17 0.10
H -5.55 1.02 0.27
H -5.04 -0.28 -0.92
O -3.64 0.67 -0.08
C -3.74 2.10 0.14
O -4.76 2.73 0.41
N -2.46 2.78 -0.14
C -1.22 2.28 -0.36
O -0.18 2.84 0.18
C -1.08 1.24 -1.02
C 0.11 0.54 -1.27
N 1.34 0.71 -0.70
C 2.62 0.44 -0.60
C 3.62 1.09 -0.22
C 4.87 0.60 0.03
C 5.25 -0.77 -0.60
C 4.15 -1.42 -1.10
C 2.99 -0.80 -1.24
H 2.07 -1.47 -1.47
H 4.35 -2.34 -1.69
H 6.10 -0.91 -0.52
O 5.86 1.58 0.51
C 7.15 1.11 0.65
H 7.76 2.04 0.71
H 7.43 0.17 1.04
H 7.61 0.73 -0.54
H 3.47 2.24 0.30
H 1.11 1.74 0.03
H 0.34 -0.48 -1.72
C -2.11 0.64 -1.92
O -2.84 1.18 -2.71
N -2.26 -0.82 -1.87
C -2.12 -1.94 -0.92
O -2.64 -2.96 -0.96
O -1.26 -1.19 0.12
C -1.07 -2.26 1.02
C -1.07 -1.41 2.73
H -0.93 -2.03 3.34
H -2.12 -0.77 2.68
H -0.18 -0.78 2.57
H -2.04 -2.94 1.46
H -0.24 -2.83 1.07
H -3.01 -1.31 -2.56
H -2.54 3.79 0.19
H -4.56 -0.53 2.13
H -4.11 -1.77 0.99
H -5.78 -1.51 1.24
*
```

Record 4
The following is a DFT calculation (the ωB97M-V functional and the def2-TZVPD basis) of C4H8O in the gas phase.

Output
- Energy relative to the best compared isomer or geometry (same formula, charge and spin): 1.123 eV
- Structure (SMILES): C[C@H]1C[C@H]1O
- Max |F|: 0.35 eV/A

```
! RIJCOSX wB97M-V def2-TZVPD def2/J DEFGRID3
* xyz 0 1
C 0.92 -0.53 -1.05
C 0.15 -0.62 0.25
C 0.18 0.55 1.20
C -1.10 0.17 0.51
O -1.70 1.00 -0.43
H 1.97 -0.79 -0.88
H 0.92 0.49 -1.46
H 0.53 -1.20 -1.82
H 0.17 -1.62 0.69
H 0.29 0.38 2.27
H 0.68 1.45 0.83
H -1.86 -0.31 1.13
H -1.15 1.02 -1.22
*
```